(1)
{"formula": "C30H56N6O2", "method": "wB97M-V/def2-TZVPD", "elements": ["C", "C", "C", "O", "H", "H", "H", "H", "H", "H", "H", "C", "C", "C", "O", "H", "H", "H", "H", "H", "H", "H", "C", "C", "C", "C", "N", "H", "H", "H", "H", "H", "H", "H", "C", "C", "C", "C", "N", "H", "H", "H", "H", "H", "H", "H", "C", "C", "C", "C", "N", "H", "H", "H", "H", "H", "H", "H", "C", "C", "C", "C", "N", "H", "H", "H", "H", "H", "H", "H", "C", "C", "C", "C", "N", "H", "H", "H", "H", "H", "H", "H", "C", "C", "C", "C", "N", "H", "H", "H", "H", "H", "H", "H"], "coordinates": [[-0.469199, -1.361585, 0.442259], [0.105035, 0.053920, 0.554583], [0.842948, 0.359499, -0.760980], [-0.821976, 0.952859, 0.968451], [0.225294, -2.048385, -0.070651], [-1.374072, -1.349151, -0.178453], [-0.711956, -1.844609, 1.396636], [0.941961, -0.006812, 1.285423], [1.542313, -0.423820, -1.077766], [1.473736, 1.246545, -0.654404], [0.129692, 0.554059, -1.572811], [4.725298, 4.577158, 0.898289], [3.583764, 3.562041, 1.011065], [4.015818, 2.333270, 1.785500], [2.454765, 4.160031, 1.519829], [5.641018, 4.091003, 0.515326], [4.989633, 4.889494, 1.914428], [4.506907, 5.440277, 0.271649], [3.349317, 3.199886, -0.018469], [4.223367, 2.548401, 2.840561], [4.920546, 1.903475, 1.333314], [3.189185, 1.618307, 1.783077], [-5.643459, -0.182868, 3.566692], [-4.886734, 0.316334, 2.336524], [-3.743133, -0.618457, 1.941074], [-4.057614, -1.992235, 1.616110], [-4.250567, -3.089957, 1.338752], [-5.987713, -1.207973, 3.422409], [-6.473022, 0.501845, 3.750938], [-5.015279, -0.222920, 4.459352], [-4.416934, 1.288229, 2.483416], [-5.560908, 0.383384, 1.481324], [-2.935835, -0.586095, 2.677287], [-3.225551, -0.174850, 1.079392], [1.375051, -1.743141, 3.340249], [1.256747, -0.240997, 3.100611], [1.922971, 0.582999, 4.202719], [3.321889, 0.254724, 4.488632], [4.413998, -0.018302, 4.707298], [1.021601, -2.034451, 4.332579], [2.418347, -2.054104, 3.235191], [0.806191, -2.374999, 2.659265], [0.205027, 0.042194, 3.052928], [1.705277, 0.032506, 2.145901], [1.405239, 0.458267, 5.157562], [1.897878, 1.639726, 3.926042], [0.979506, -4.480199, 0.855715], [-0.346709, -5.152392, 0.595973], [-1.434370, -4.779000, 1.621517], [-1.046179, -4.678957, 3.017000], [-0.751840, -4.605189, 4.122486], [1.681614, -4.680154, 0.040358], [1.482535, -4.799313, 1.767488], [0.891160, -3.390408, 0.846895], [-0.188994, -6.230553, 0.717005], [-0.742796, -4.997447, -0.405361], [-2.336695, -5.388708, 1.571523], [-1.774519, -3.768744, 1.366539], [-2.579574, 1.826300, -3.407898], [-2.380336, 1.469814, -1.929346], [-3.540433, 1.950473, -1.054106], [-4.776337, 1.163442, -1.231017], [-5.716697, 0.516320, -1.351299], [-3.576929, 1.496625, -3.708565], [-1.785269, 1.406871, -4.024009], [-2.543163, 2.910656, -3.539229], [-1.491849, 1.978977, -1.553206], [-2.210199, 0.408835, -1.750262], [-3.830862, 2.970595, -1.322761], [-3.197861, 1.956694, -0.016186], [0.161270, 4.574161, -4.293968], [0.831831, 3.380973, -3.603052], [1.393867, 3.782955, -2.226230], [0.305848, 4.124599, -1.301189], [-0.538224, 4.472607, -0.608580], [-0.196503, 4.291560, -5.285186], [0.930555, 5.334377, -4.449633], [-0.637459, 4.976241, -3.672101], [1.635602, 3.048452, -4.264659], [0.157076, 2.530627, -3.498694], [1.940671, 4.729044, -2.272552], [2.047901, 3.041014, -1.774603], [2.251282, -1.955695, -2.722993], [1.628713, -3.340334, -2.845583], [1.529125, -3.810286, -4.302639], [0.847513, -2.801774, -5.140554], [0.333485, -2.003799, -5.787818], [2.541717, -1.711193, -1.702096], [1.567809, -1.214782, -3.131930], [3.205270, -1.920991, -3.260800], [0.633804, -3.329105, -2.394360], [2.214037, -4.073922, -2.287092], [0.847958, -4.651752, -4.448828], [2.546784, -3.992236, -4.643217]], "forces_ev_per_angstrom": [[0.0, -0.7, -0.6], [0.1, 0.2, 0.1], [0.1, 0.5, -0.4], [-0.3, -0.3, -0.3], [-0.1, 0.2, 0.0], [-0.1, 0.1, 0.1], [-0.1, 0.4, 0.0], [-1.6, -0.2, -2.4], [-0.5, 0.2, 0.4], [-0.3, 0.2, 0.2], [0.1, -0.1, -0.1], [1.1, -0.7, 0.2], [-2.0, 1.5, 0.3], [0.3, -0.3, 0.2], [0.9, -0.4, -0.1], [0.0, 0.1, -0.2], [-0.2, 0.3, 0.0], [-0.3, 0.0, 0.1], [0.4, -0.2, -0.4], [0.1, 0.3, -0.1], [-0.1, -0.3, 0.1], [0.1, -0.1, -0.2], [0.2, 0.4, -0.1], [0.1, -0.9, 0.0], [0.9, 1.0, -0.3], [-0.1, 0.0, 0.0], [-0.2, -0.2, 0.0], [-0.3, 0.1, -0.2], [-0.2, -0.3, 0.2], [0.1, 0.2, 0.0], [-0.2, 0.1, 0.1], [-0.1, 0.1, 0.1], [-0.1, -0.2, 0.2], [0.1, -0.2, -0.1], [0.3, -0.2, 0.0], [0.6, -0.5, 1.5], [0.0, 0.2, 0.4], [-0.3, -0.1, -0.4], [0.3, -0.1, 0.2], [0.1, 0.1, 0.1], [0.0, -0.1, 0.2], [0.0, 0.4, -0.1], [0.0, 0.3, -0.2], [0.8, 0.0, 1.5], [-0.2, 0.1, 0.0], [-0.1, 0.1, 0.0], [0.6, 0.7, -0.7], [-0.1, -1.2, 1.2], [-0.4, 1.2, -0.6], [0.3, -0.4, -0.1], [0.1, 0.0, 0.3], [0.0, -0.2, 0.0], [-0.3, 0.0, 0.2], [0.0, -0.4, 0.3], [0.0, -0.1, -0.3], [0.0, 0.2, 0.0], [0.1, -0.2, -0.2], [-0.1, -0.1, 0.0], [-0.2, 0.0, 0.6], [0.2, 0.6, -0.2], [-0.2, 0.1, -0.2], [0.7, 0.0, 0.4], [-0.3, -0.1, -0.1], [0.2, -0.2, -0.4], [-0.2, -0.2, -0.2], [0.0, 0.0, 0.1], [-0.1, -0.1, 0.2], [-0.1, 0.0, -0.1], [0.3, 0.1, 0.1], [-0.1, -0.2, 0.1], [0.4, -0.4, 0.1], [0.2, 0.3, -0.1], [-0.4, 0.4, 0.1], [0.2, -0.3, 0.1], [-0.4, 0.1, -0.1], [-0.3, 0.0, 0.1], [-0.1, 0.2, 0.1], [-0.1, 0.1, -0.2], [0.2, -0.1, 0.2], [-0.1, 0.1, 0.1], [0.4, -0.2, -0.3], [-0.1, -0.1, 0.0], [0.7, -0.5, -0.3], [-0.3, 0.0, 0.4], [-0.8, 0.7, 0.0], [0.7, 0.3, 0.0], [-0.1, -0.2, 0.0], [-0.4, -0.1, -0.1], [0.2, 0.2, 0.2], [-0.1, 0.0, -0.3], [0.0, 0.0, 0.0], [0.0, -0.1, -0.1], [0.6, -0.6, 0.4], [-0.2, -0.2, -0.5]], "lowdin_charge": [-0.078, -0.673, -0.052, -0.256, 0.042, 0.070, 0.048, 0.039, 0.019, 0.063, 0.055, -0.126, -0.732, -0.107, -0.338, 0.043, 0.057, 0.047, 0.078, 0.063, 0.060, 0.048, -0.113, -0.250, -0.201, -0.227, 0.139, 0.065, 0.063, 0.072, 0.115, 0.087, 0.126, 0.089, -0.088, -0.257, -0.175, -0.262, 0.120, 0.071, 0.076, 0.018, 0.111, 0.067, 0.112, 0.123, -0.121, -0.238, -0.202, -0.245, 0.143, 0.060, 0.081, 0.029, 0.100, 0.104, 0.110, 0.073, -0.102, -0.262, -0.179, -0.247, 0.121, 0.064, 0.061, 0.065, 0.068, 0.100, 0.118, 0.106, -0.119, -0.251, -0.177, -0.244, 0.175, 0.063, 0.067, 0.065, 0.102, 0.078, 0.120, 0.081, -0.110, -0.261, -0.187, -0.247, 0.139, 0.063, 0.073, 0.081, 0.106, 0.097, 0.112, 0.114], "spin_multiplicity": 1, "charge": -2}

=====

(2)
{"formula": "C30H57AsBrIInN4SbSi2", "method": "wB97M-V/def2-TZVPD", "elements": ["In", "N", "C", "C", "C", "N", "H", "H", "H", "H", "H", "H", "H", "H", "H", "H", "N", "C", "C", "C", "C", "C", "N", "C", "H", "H", "H", "H", "C", "C", "C", "Sb", "C", "C", "C", "C", "C", "C", "H", "H", "H", "H", "H", "H", "H", "H", "H", "H", "H", "H", "H", "H", "H", "H", "H", "H", "H", "H", "H", "C", "Si", "C", "C", "As", "Si", "C", "C", "C", "H", "H", "H", "H", "H", "H", "H", "H", "H", "H", "H", "H", "H", "H", "H", "H", "H", "H", "Br", "C", "C", "C", "C", "C", "C", "I", "H", "H", "H", "H"], "coordinates": [[-0.719076, -0.486270, 1.180977], [-1.692943, 1.942161, 2.325779], [-2.994650, 1.539736, 2.916150], [-2.831925, 0.817103, 4.247466], [-2.192010, -0.564171, 4.190293], [-0.760840, -0.500989, 3.791607], [-1.094781, 2.331129, 3.046809], [-1.825872, 2.691993, 1.660460], [-3.506478, 0.880482, 2.209293], [-3.640313, 2.401904, 3.074410], [-3.819486, 0.704227, 4.693462], [-2.253457, 1.454396, 4.928996], [-2.725788, -1.182763, 3.462954], [-2.309418, -1.041943, 5.160774], [-0.293713, -1.360839, 4.059371], [-0.295101, 0.234303, 4.311906], [2.613500, -3.130558, -4.482266], [1.728809, -3.346148, -3.775640], [0.634818, -3.525331, -2.846306], [-0.117346, -4.689456, -2.764279], [-1.129178, -4.749182, -1.821445], [-1.345640, -3.652751, -1.001692], [-0.628642, -2.525770, -1.081845], [0.335342, -2.475414, -1.990297], [0.090103, -5.525244, -3.421739], [-1.742515, -5.635778, -1.719334], [-2.123409, -3.678695, -0.245072], [0.917353, -1.563124, -2.043336], [0.214745, -3.909461, 4.321396], [0.919309, -4.436628, 3.069663], [0.008665, -5.372609, 2.263175], [1.563768, -2.828619, 1.779368], [2.861324, -3.945323, 0.453686], [3.778010, -2.982675, -0.309310], [3.625511, -5.071159, 1.146674], [2.871782, -1.756541, 3.135499], [4.131176, -2.522966, 3.547084], [3.207055, -0.386656, 2.525614], [-0.050496, -4.739128, 4.985008], [-0.723583, -3.405626, 4.057934], [0.841426, -3.224107, 4.901455], [1.821999, -4.974638, 3.364658], [-0.901998, -4.852812, 1.945900], [-0.298763, -6.231799, 2.869695], [0.502311, -5.762886, 1.365698], [2.144414, -4.378232, -0.250046], [4.533766, -2.543169, 0.350989], [3.223998, -2.164754, -0.778653], [4.310766, -3.517636, -1.102975], [4.327548, -4.688603, 1.889862], [4.206313, -5.623772, 0.400242], [2.963492, -5.787186, 1.637468], [2.243784, -1.603113, 4.019750], [4.812299, -2.647605, 2.701006], [3.903195, -3.511121, 3.949027], [4.674406, -1.971389, 4.321568], [3.801382, -0.493028, 1.610740], [3.794492, 0.216639, 3.227506], [2.308504, 0.185156, 2.272418], [-1.172083, 5.048309, -3.503721], [-0.577453, 5.112530, -1.762356], [1.014022, 6.034867, -1.560913], [-1.848763, 5.715214, -0.558981], [-0.034770, 2.916482, -0.909937], [1.419510, 1.972275, -2.605100], [2.420929, 3.361394, -3.291089], [2.487787, 0.885763, -1.543249], [0.500250, 1.048436, -3.911755], [-1.431457, 6.063960, -3.836813], [-2.060622, 4.422139, -3.610404], [-0.393834, 4.660922, -4.171309], [0.793262, 7.100403, -1.424156], [1.659692, 5.931465, -2.437992], [1.570682, 5.698265, -0.680366], [-2.349096, 6.614017, -0.942615], [-1.365119, 5.974701, 0.388922], [-2.618678, 4.965665, -0.357730], [2.862878, 3.965549, -2.492377], [1.829250, 4.017124, -3.938141], [3.242868, 2.947889, -3.890506], [3.074207, 1.505601, -0.854870], [3.192657, 0.310879, -2.159372], [1.905658, 0.183246, -0.936495], [0.102885, 1.745228, -4.658101], [-0.333726, 0.457817, -3.524514], [1.195684, 0.366513, -4.423774], [-2.962362, 1.691628, -4.871016], [-4.023426, 2.698105, -3.686923], [-5.084274, 3.419803, -4.209543], [-5.887121, 4.184277, -3.373280], [-5.650944, 4.228162, -2.006700], [-4.598363, 3.505797, -1.465606], [-3.791024, 2.759161, -2.312573], [-2.286701, 1.606132, -1.390732], [-5.279213, 3.377342, -5.274197], [-6.711750, 4.744195, -3.798995], [-6.285294, 4.817378, -1.356113], [-4.424100, 3.509817, -0.396207]], "forces_ev_per_angstrom": [[0.1, 0.1, 0.1], [-0.2, -0.2, 0.3], [0.3, 0.0, 0.0], [0.2, 0.0, -0.1], [0.1, 0.2, -0.1], [-0.2, -0.2, -0.2], [0.0, 0.0, 0.1], [0.0, 0.0, -0.1], [0.0, 0.0, -0.1], [-0.1, 0.1, 0.0], [0.0, 0.0, 0.0], [-0.1, 0.0, 0.0], [0.0, 0.0, 0.0], [0.0, -0.1, 0.1], [0.0, -0.1, 0.1], [0.0, 0.1, 0.0], [-0.4, -0.1, 0.3], [0.1, 0.0, -0.1], [0.3, 0.0, -0.3], [0.0, -0.2, -0.1], [0.0, -0.1, 0.0], [0.1, 0.1, -0.1], [-0.2, -0.2, 0.0], [0.0, 0.2, 0.2], [0.0, 0.0, 0.0], [0.0, 0.1, 0.0], [0.0, 0.0, 0.0], [0.0, 0.1, 0.0], [0.0, -0.1, -0.1], [-0.2, 0.0, -0.1], [0.1, 0.0, 0.1], [0.0, 0.1, 0.3], [0.0, 0.2, 0.0], [0.1, -0.2, 0.1], [0.0, 0.0, -0.1], [0.2, 0.0, -0.2], [0.0, 0.2, 0.0], [0.1, -0.1, 0.1], [0.0, 0.1, 0.0], [0.0, 0.0, 0.0], [0.0, -0.1, 0.0], [0.0, 0.0, 0.0], [0.0, 0.0, 0.0], [0.0, 0.1, -0.1], [0.0, 0.1, 0.1], [0.0, 0.0, -0.1], [-0.1, 0.0, -0.1], [0.0, 0.0, 0.0], [0.0, 0.1, 0.1], [-0.1, -0.1, -0.1], [0.0, 0.0, 0.1], [0.0, 0.0, 0.0], [0.0, 0.0, 0.0], [-0.1, 0.0, 0.1], [0.0, 0.0, 0.0], [0.0, 0.0, -0.1], [-0.1, 0.0, 0.1], [-0.1, -0.1, -0.1], [0.0, 0.0, 0.0], [-0.1, 0.0, -0.4], [-0.1, -0.1, 0.2], [0.3, 0.1, 0.0], [-0.2, 0.2, 0.2], [0.0, 0.1, -0.1], [-0.1, -0.1, 0.2], [0.2, 0.3, -0.1], [0.2, -0.2, 0.1], [-0.1, -0.2, -0.3], [0.1, -0.2, 0.0], [0.1, 0.1, 0.0], [-0.2, 0.1, 0.0], [0.0, -0.1, 0.0], [-0.1, 0.1, 0.2], [0.0, 0.1, 0.0], [0.1, -0.1, 0.1], [-0.1, 0.0, -0.1], [0.0, 0.1, 0.0], [0.0, -0.1, -0.1], [0.1, -0.1, 0.1], [-0.1, 0.1, 0.1], [0.0, -0.1, -0.1], [-0.1, 0.1, 0.1], [0.0, 0.0, 0.0], [0.0, -0.1, 0.1], [0.1, 0.0, -0.1], [-0.1, 0.1, 0.1], [0.0, 0.0, 0.1], [0.0, 0.0, 0.2], [-0.1, 0.1, 0.0], [0.0, 0.0, 0.0], [0.0, 0.0, 0.0], [-0.1, 0.0, -0.1], [0.2, 0.0, -0.1], [-0.2, -0.1, 0.0], [0.0, 0.0, 0.1], [0.1, 0.0, 0.0], [0.0, 0.0, 0.0], [0.0, 0.0, -0.1]], "nbo_charge": [0.698, -0.884, -0.222, -0.422, -0.222, -0.925, 0.371, 0.371, 0.191, 0.201, 0.245, 0.209, 0.193, 0.213, 0.390, 0.383, -0.251, 0.252, -0.201, -0.098, -0.240, 0.050, -0.469, 0.084, 0.251, 0.247, 0.205, 0.202, -0.626, -0.513, -0.627, 0.933, -0.490, -0.618, -0.633, -0.514, -0.628, -0.619, 0.237, 0.186, 0.209, 0.228, 0.196, 0.230, 0.214, 0.213, 0.209, 0.197, 0.231, 0.216, 0.230, 0.214, 0.204, 0.209, 0.216, 0.225, 0.213, 0.226, 0.189, -1.150, 1.477, -1.146, -1.145, -0.186, 1.455, -1.146, -1.144, -1.154, 0.270, 0.244, 0.251, 0.273, 0.259, 0.251, 0.267, 0.256, 0.229, 0.252, 0.249, 0.274, 0.256, 0.266, 0.228, 0.261, 0.244, 0.272, 0.129, -0.124, -0.216, -0.168, -0.141, -0.240, -0.235, 0.585, 0.254, 0.247, 0.236, 0.232], "spin_multiplicity": 1, "charge": 2}

=====

| no. | maximum force (hartree/bohr) | electronic energy (hartree) | Kohn-Sham gap (eV) |
| --- | --- | --- | --- |
| 1 | 0.05646 | -1655.55210 | 4.20 |
| 2 | 0.01031 | -7512.70757 | 6.11 |